(1)
Below is C2H4O3S3 in the gas phase at a distorted geometry, with properties calculated with ωB97M-V/def2-TZVPD.

XYZ file:
```
12
Properties=species:S:1:pos:R:3:forces:R:3
S 3.298703 0.009712 0.570500 0.057 -0.273 -0.204
S -0.690689 2.177114 -0.084710 0.340 -0.066 -0.052
S -1.169802 -0.436337 1.469679 -0.258 -0.035 -0.453
O -1.448543 -0.096071 -1.156105 -0.370 -0.389 -0.454
O 1.061096 -1.084307 -1.010982 -0.309 0.373 0.138
O 1.715615 0.531748 0.521659 -2.616 -0.785 -1.389
C 0.748959 -0.162619 -0.315433 3.192 0.605 1.071
C -0.639063 0.355970 -0.154620 -0.233 0.460 1.053
H 3.110784 -1.058471 -0.224710 0.138 -0.038 0.007
H -2.007220 2.213634 -0.310525 -0.100 -0.079 0.023
H -0.293779 0.230708 2.220386 0.115 0.126 0.084
H -1.037664 -0.859684 -1.596688 0.044 0.102 0.176
```
Positions in Å, forces in eV/Å.

Values from the calculation:
* charge: 0
* highest occupied orbital energy: -9.35 eV
* frontier orbital gap: 9.67 eV
* energy above the lowest of the compared OMol25 structures with the same formula, charge and spin: 1.2620 eV
* E_tot: -1498.8498 Ha
* SMILES string: O=C(OS)C(O)(S)S
* maximum force: 0.067 Eh/bohr
* spin multiplicity: 1

***

(2)
Below is a molecular structure, C36H19Cl6F15GeO2SScSi, with properties calculated with ωB97M-V/def2-TZVPD.

XYZ file:
```
82
Properties=species:S:1:pos:R:3:forces:R:3
Ge 0.646877 -3.605766 -1.114153 0.026 -0.005 0.021
Sc -0.261604 -0.248462 0.293846 0.009 -0.470 -0.123
Cl -3.762623 1.983724 0.310725 -0.017 -0.002 0.011
Cl -4.168847 -1.164211 -0.590871 -0.034 -0.006 -0.004
Cl 2.971136 0.028306 0.375263 0.053 0.005 0.010
Cl 0.344868 -2.232295 4.481785 -0.004 -0.004 0.005
Cl 5.583880 -1.056219 4.966861 0.000 0.000 0.005
Cl -3.783530 -0.382518 2.583198 0.007 -0.013 0.020
S 0.212620 -1.608992 -1.805685 -0.077 0.175 0.113
Si -2.999888 0.054931 0.679654 0.032 0.029 -0.050
F -1.547345 -2.603991 0.837462 0.025 -0.051 0.098
F 3.524109 -2.710556 -1.476030 0.007 0.035 -0.012
F -0.441454 -5.350198 -5.940337 0.002 -0.005 0.000
F 3.702031 -6.748389 -4.209606 -0.009 -0.008 -0.002
F 3.196473 -5.469786 -1.921711 0.007 -0.055 -0.041
F -2.358839 -7.879426 -0.068380 -0.001 -0.008 -0.002
F -4.019149 -6.501738 1.573183 -0.003 0.003 -0.004
F -0.964336 -4.059118 -3.645413 -0.001 -0.009 0.003
F -3.599431 -3.855918 2.018718 0.001 0.004 0.002
F -0.298251 -6.657039 -1.244321 0.006 -0.001 0.001
F 3.067397 -4.726787 3.529221 0.003 -0.005 0.001
F 5.653336 -2.691728 0.169496 0.008 -0.007 -0.001
F 0.934687 -4.698970 1.931951 0.004 -0.003 -0.022
F 1.895491 -6.701223 -6.235989 0.000 -0.005 0.001
F 5.443868 -3.733937 2.663860 0.004 -0.007 0.003
O 0.071163 1.590489 0.178307 -0.061 0.247 -0.226
O 0.660008 -1.112962 1.794159 0.071 0.069 0.000
C 1.032725 2.044558 -2.743313 -0.018 0.011 0.004
C 4.121753 -1.064493 4.023957 -0.003 0.000 -0.003
C 1.116526 -4.663643 -2.716317 -0.018 0.006 -0.018
C 2.960488 -1.582331 4.570770 -0.010 0.014 -0.003
C 4.383473 -3.720780 1.860515 -0.015 -0.016 0.010
C 0.454468 -5.355035 -4.950930 -0.003 0.007 0.008
C 3.173058 -4.224276 2.297416 0.010 -0.001 -0.020
C 4.139574 -0.556856 2.737243 -0.006 0.000 0.006
C 3.379181 -3.193051 -0.236277 0.003 -0.029 -0.031
C 1.802104 -1.584286 3.814766 0.015 0.017 0.005
C 2.149578 -3.692050 0.160040 -0.043 -0.038 0.064
C 0.051103 3.123368 2.616738 0.010 -0.008 -0.001
C -0.330340 2.693461 -2.486843 0.012 0.010 -0.013
C -0.168679 2.911069 0.069228 -0.005 0.001 0.059
C -2.161732 -6.574165 0.135438 -0.002 0.016 0.015
C -0.213196 3.691852 1.235127 -0.022 0.016 -0.020
C 1.499834 2.656563 2.774762 -0.002 0.004 -0.003
C -3.009317 -5.874320 0.974841 0.014 -0.002 -0.017
C -1.738028 -3.906299 0.564573 -0.025 0.058 -0.057
C 4.489276 -3.197576 0.583580 -0.003 0.021 -0.008
C -0.871530 -4.562645 -0.289013 0.020 -0.008 0.010
C 0.212547 -4.683041 -3.766352 0.019 -0.022 -0.006
C 1.760648 -1.083089 2.503923 -0.013 -0.037 0.030
C -2.798784 -4.524932 1.198967 -0.014 0.000 -0.017
C -0.660455 4.847458 -1.259391 0.013 -0.007 0.007
C -0.728069 5.632452 -0.121388 -0.007 0.002 0.008
C 2.079888 -4.200588 1.445928 -0.005 0.035 0.009
C 1.641517 -6.048865 -5.102186 0.003 0.010 0.013
C 2.559875 -6.069712 -4.069016 0.007 0.005 -0.009
C -0.931431 2.033353 3.048496 -0.004 -0.014 0.011
C -1.109653 -5.913576 -0.472806 -0.016 0.000 0.005
C -1.485140 1.699783 -2.623153 -0.003 -0.011 0.010
C 2.280757 -5.386471 -2.898270 0.011 0.028 0.020
C -0.381496 3.486734 -1.193965 0.018 -0.019 0.008
C -0.501247 5.045745 1.112302 0.033 0.017 0.004
C 2.969952 -0.578127 2.000832 -0.015 0.006 0.001
H -0.855039 1.866432 4.125452 -0.011 -0.005 0.003
H 5.048369 -0.159769 2.307788 0.000 0.001 0.000
H 1.827410 2.791929 -2.700624 0.000 0.004 -0.001
H -0.472376 3.432871 -3.282395 -0.002 -0.002 0.001
H -1.439780 1.187451 -3.586334 0.002 0.005 -0.008
H -0.546764 5.649451 2.012255 -0.001 0.001 0.005
H 1.262222 1.270882 -2.013410 0.003 -0.023 0.030
H 1.673304 2.274809 3.784163 0.002 -0.005 0.006
H -0.833302 5.293548 -2.233014 0.001 0.000 0.002
H -2.448260 2.203252 -2.534484 0.010 -0.001 -0.003
H 2.196949 3.476456 2.591909 0.003 0.004 0.001
H 2.952260 -1.985467 5.572961 0.001 -0.002 0.001
H -0.717676 1.073125 2.574317 -0.002 0.048 0.062
H 1.049297 1.579892 -3.731558 -0.002 -0.002 -0.002
H -1.961749 2.302397 2.814322 -0.001 0.000 0.006
H -1.467276 0.925654 -1.853763 0.012 -0.003 0.003
H -0.954543 6.688481 -0.194622 -0.002 0.002 0.000
H -0.095507 3.962077 3.305442 -0.001 -0.007 0.000
H 1.727684 1.861717 2.065983 -0.010 0.012 0.002
```
Positions in Å, forces in eV/Å.

Values from the calculation:
* charge: -1
* highest occupied orbital energy: -6.00 eV
* frontier orbital gap: 7.99 eV
* energy above the lowest of the compared OMol25 structures with the same formula, charge and spin: 0.0000 eV
* E_tot: -9318.6332 Ha
* maximum force: 0.009 Eh/bohr
* spin multiplicity: 1

***

(3)
Below is a molecular structure, C31H45BrMgN2P2 at a distorted geometry, with properties calculated with ωB97M-V/def2-TZVPD.

XYZ file:
```
82
Properties=species:S:1:pos:R:3:forces:R:3
Br -2.428760 -0.989947 2.150823 0.724 0.175 0.613
P -2.508335 -3.376631 -1.832781 -0.162 -0.323 -0.159
P 2.090172 -1.171136 1.270938 0.232 -0.027 -0.361
Mg -0.038949 -0.254965 2.077597 -1.152 -0.292 1.548
N -1.068874 7.662622 -6.259555 0.201 -2.990 3.196
N 0.252264 1.381651 3.553658 0.093 -0.339 -1.098
C -0.737770 7.111863 -3.943633 -0.148 -0.167 -0.956
C 0.674876 1.903496 0.311852 0.047 0.546 -0.638
C 1.930362 -1.391311 -0.561736 -0.510 -0.153 -0.066
C 0.038219 0.374799 7.640834 -0.104 0.162 -0.250
C -0.807381 8.030139 -5.002184 0.227 1.688 0.106
C 2.871214 -0.614638 -1.482501 0.235 -0.006 -0.185
C -0.718594 2.915863 -1.366120 -0.115 -0.681 0.773
C -1.682419 1.905545 -1.272663 0.426 -0.308 0.244
C 1.349038 0.811078 5.649236 -0.338 0.053 0.196
C 0.167198 1.044783 4.944476 -0.089 -0.424 0.649
C -1.223806 5.370984 -5.552075 0.104 0.952 0.164
C -1.459189 0.856398 -0.374480 -0.443 0.466 -0.693
C -0.949134 5.753336 -4.227180 -0.003 -0.343 0.430
C -1.143708 0.547579 6.909598 0.214 0.110 -0.396
C -1.271703 6.370934 -6.534963 -0.321 -0.231 -1.637
C -3.077563 -3.318774 -0.105709 0.066 0.111 0.000
C 1.278846 0.485336 7.007836 0.012 0.044 -0.195
C -0.685907 -3.551120 -1.705991 -0.147 0.005 -0.128
C -1.084636 0.866369 5.541086 0.210 -0.010 0.340
C 3.234797 -3.742997 1.215196 0.276 -0.465 -0.162
C -0.298821 -5.001197 -1.997104 0.290 -0.280 -0.047
C -2.769953 -1.690085 -2.499434 -0.158 -0.085 -0.093
C 2.373404 -2.800759 2.038703 -0.005 -0.148 0.000
C 4.901671 -0.848529 1.458160 0.593 0.194 -0.145
C -3.042753 -1.806876 -4.001633 -0.120 0.213 -0.185
C -4.494315 -3.823742 0.133220 -0.187 0.066 0.197
C -0.887920 3.913371 -2.317728 0.196 2.007 -1.884
C -0.280337 0.898993 0.341901 -0.130 0.427 -0.143
C 3.561389 -0.133450 1.558692 0.044 0.126 0.360
C -0.885920 4.773643 -3.174210 -0.290 -0.141 -0.045
C 0.430683 2.958779 -0.568059 -0.063 -0.205 0.005
H 1.157163 1.786745 3.309765 -0.317 0.141 0.302
H -0.642733 9.091486 -4.798499 -0.063 -0.212 -0.151
H -1.482880 6.092769 -7.570908 0.051 0.160 0.209
H -0.473149 -5.647953 -1.131773 -0.036 0.085 -0.099
H 4.208471 -3.307950 0.959896 -0.310 -0.149 0.044
H -0.529029 7.430074 -2.921593 -0.053 0.220 -0.481
H -1.993627 0.970265 4.937674 0.311 0.022 0.314
H -3.638998 -1.264230 -1.980244 0.126 -0.039 -0.092
H -0.232954 -2.870544 -2.439415 -0.059 -0.110 0.136
H 1.963086 -2.465443 -0.795446 0.034 0.343 0.103
H -3.767805 -2.604994 -4.206204 0.170 0.221 0.057
H 2.583656 -0.827414 -2.523238 0.123 0.089 0.300
H 1.121247 3.796178 -0.670838 -0.139 -0.237 0.071
H 1.612867 1.952946 0.888041 -0.601 -0.354 -0.123
H 5.011031 -1.634651 2.209666 -0.051 0.116 -0.102
H 1.377026 -3.239533 2.210474 0.302 0.070 0.011
H -2.130465 -2.036263 -4.560875 -0.093 -0.027 0.078
H -1.397715 4.321912 -5.795144 0.032 0.472 -0.235
H 0.898130 -1.059425 -0.769024 0.372 -0.265 -0.057
H -0.384568 -3.238803 -0.696081 0.087 0.011 -0.180
H -2.352981 -3.884715 0.492365 -0.119 0.090 -0.047
H -3.453589 -0.875376 -4.397580 0.077 -0.025 -0.045
H -2.238997 0.090725 -0.263815 0.716 0.326 0.121
H 5.702417 -0.117175 1.628493 -0.119 -0.220 -0.006
H 0.757540 -5.082532 -2.264606 -0.020 -0.034 0.093
H -4.663076 -4.812775 -0.298700 0.065 0.094 0.016
H 2.204838 0.337281 7.569460 -0.370 0.035 -0.164
H -5.244558 -3.137627 -0.275121 0.123 -0.132 -0.015
H 3.423593 -4.654753 1.788112 -0.009 0.050 -0.114
H 3.440658 0.287465 2.571724 0.099 -0.081 -0.268
H -2.571362 1.942386 -1.901479 0.193 -0.031 0.184
H -2.991974 -2.259020 0.168882 -0.023 -0.404 0.164
H -0.008941 0.179716 8.709596 0.007 -0.060 -0.244
H -0.879282 -5.413325 -2.832824 0.154 0.168 0.189
H 3.522932 0.713697 0.860695 -0.047 -0.206 0.118
H -4.669398 -3.890951 1.211082 -0.064 0.014 -0.136
H -2.117953 0.449652 7.398825 0.422 0.004 -0.209
H 2.734944 -4.040650 0.284626 0.149 0.036 0.253
H 3.924695 -0.913690 -1.368465 -0.394 0.153 -0.012
H 2.817948 -2.629422 3.030246 -0.160 0.063 -0.179
H -0.483577 2.015530 3.243107 0.158 0.054 0.277
H 2.306944 0.906765 5.129073 -0.201 0.019 0.290
H -1.892976 -1.065393 -2.286927 -0.159 -0.012 -0.054
H 5.076190 -1.285089 0.465097 -0.113 0.107 0.315
H 2.789813 0.472729 -1.342162 0.047 -0.293 0.013
```
Positions in Å, forces in eV/Å.

Values from the calculation:
* charge: +2
* highest occupied orbital energy (spin up / spin down): -12.36 / -11.08 eV
* frontier orbital gap (spin up / spin down): 2.22 / 2.74 eV
* energy above the lowest of the compared OMol25 structures with the same formula, charge and spin: 0.5032 eV
* E_tot: -4773.8900 Ha
* maximum force: 0.085 Eh/bohr
* spin multiplicity: 1